Entry from the Open Molecules 2025 dataset: an isolated molecule of C24H30N4O5S (wB97M-V/def2-TZVPD).

Bonds (Å) are listed after each position.
Geometry (Å):
1 S -0.757 2.312 1.034  O2 1.431, O6 1.441, N8 1.657, C26 1.778
2 O -0.885 3.721 1.246  S1 1.431
3 O 2.226 -2.126 1.435  C15 1.211
4 O 6.485 -0.916 0.502  C22 1.210
5 O -3.737 0.352 -2.026  C21 1.215
6 O -1.483 1.413 1.894  S1 1.441
7 N -3.705 0.923 0.165  C12 1.446, C21 1.339, H40 1.015
8 N -1.151 2.024 -0.550  S1 1.657, C27 1.449, H52 1.007
9 N 4.939 0.741 0.601  C13 1.449, C17 1.372, C22 1.384
10 N 4.360 -1.512 0.976  C15 1.384, C16 1.454, C22 1.379
11 C 2.658 0.169 1.051  C15 1.466, C17 1.403, C31 1.392
12 C -5.133 0.864 0.378  N7 1.446, C34 1.529, H59 1.091, H63 1.095
13 C 5.970 1.711 0.291  N9 1.449, H41 1.089, H42 1.090, H60 1.090
14 C 0.500 0.101 -2.219  C23 1.389, C24 1.390, C29 1.500
15 C 3.018 -1.246 1.180  O3 1.211, N10 1.384, C11 1.466
16 C 4.813 -2.891 1.051  N10 1.454, H53 1.089, H54 1.090, H57 1.087
17 C 3.634 1.134 0.758  N9 1.372, C11 1.403, C18 1.402
18 C 3.241 2.473 0.625  C17 1.402, C20 1.377, H46 1.077
19 C -5.698 -2.057 -0.410  C28 1.527, H39 1.088, H44 1.088, H49 1.086
20 C 1.913 2.820 0.743  C18 1.377, C26 1.386, H48 1.078
21 C -3.131 0.625 -1.008  O5 1.215, N7 1.339, C27 1.545
22 C 5.335 -0.583 0.680  O4 1.210, N9 1.384, N10 1.379
23 C 1.388 1.155 -2.397  C14 1.389, C25 1.384, H61 1.080
24 C 1.012 -1.164 -1.956  C14 1.390, C33 1.383, H38 1.080
25 C 2.754 0.943 -2.346  C23 1.384, C30 1.385, H47 1.081
26 C 0.961 1.852 1.022  S1 1.778, C20 1.386, C31 1.373
27 C -1.589 0.704 -0.957  N8 1.449, C21 1.545, C29 1.535, H50 1.095
28 C -5.062 -1.645 0.916  C19 1.527, C32 1.528, C34 1.533, H62 1.096
29 C -0.981 0.320 -2.312  C14 1.500, C27 1.535, H35 1.091, H37 1.091
30 C 3.254 -0.327 -2.112  C25 1.385, C33 1.385, H56 1.081
31 C 1.323 0.538 1.188  C11 1.392, C26 1.373, H51 1.078
32 C -5.410 -2.657 2.007  C28 1.528, H36 1.088, H58 1.087, H64 1.088
33 C 2.378 -1.379 -1.907  C24 1.383, C30 1.385, H45 1.080
34 C -5.513 -0.248 1.357  C12 1.529, C28 1.533, H43 1.092, H55 1.093
35 H -1.207 1.113 -3.025  C29 1.091
36 H -6.488 -2.702 2.152  C32 1.088
37 H -1.481 -0.589 -2.650  C29 1.091
38 H 0.335 -1.992 -1.806  C24 1.080
39 H -5.444 -3.089 -0.641  C19 1.088
40 H -3.116 1.070 0.978  N7 1.015
41 H 6.911 1.169 0.211  C13 1.089
42 H 6.049 2.453 1.086  C13 1.090
43 H -6.598 -0.240 1.481  C34 1.092
44 H -6.781 -1.976 -0.354  C19 1.088
45 H 2.757 -2.373 -1.722  C33 1.080
46 H 3.968 3.239 0.415  C18 1.077
47 H 3.430 1.770 -2.508  C25 1.081
48 H 1.587 3.841 0.632  C20 1.078
49 H -5.340 -1.434 -1.225  C19 1.086
50 H -1.236 0.015 -0.183  C27 1.095
51 H 0.595 -0.219 1.433  C31 1.078
52 H -1.611 2.795 -1.005  N8 1.007
53 H 5.573 -2.988 1.825  C16 1.089
54 H 5.248 -3.188 0.097  C16 1.090
55 H -5.062 -0.023 2.327  C34 1.093
56 H 4.321 -0.498 -2.099  C30 1.081
57 H 3.949 -3.509 1.286  C16 1.087
58 H -5.061 -3.650 1.732  C32 1.087
59 H -5.596 0.703 -0.597  C12 1.091
60 H 5.759 2.204 -0.658  C13 1.090
61 H 1.003 2.145 -2.593  C23 1.080
62 H -3.974 -1.634 0.791  C28 1.096
63 H -5.471 1.828 0.775  C12 1.095
64 H -4.948 -2.381 2.952  C32 1.088

Calculated values
E_HOMO: -8.95 eV
total charge: 0
LUMO level: -0.135 eV
energy above the lowest of the compared OMol25 structures with the same formula, charge and spin: 23.62 kJ/mol
SMILES string: CC(C)CCNC(=O)[C@@H](Cc1ccccc1)NS(=O)(=O)c1ccc2c(c1)c(=O)n(C)c(=O)n2C